28
Properties=species:S:1:pos:R:3:forces:R:3:lowdin_charge:R:1 method="wB97M-V/def2-TZVPD" e_homo_ev=-8.110 smiles="O=[N+]([O-])c1ccc2nnnn2c1.C=NN(C)C" total_energy_ev=-22993.0210 charge=0
C -0.160 1.753 -1.685 -0.2 -0.2 -0.3 -0.05
N -1.280 1.351 -0.841 -0.2 0.5 -1.0 -0.29
C -2.255 0.427 -1.419 0.1 0.1 0.1 -0.06
N -1.833 2.223 0.016 0.4 0.1 2.1 -0.04
C -1.363 3.387 0.288 -0.3 0.2 -0.5 -0.07
H -0.455 1.633 -2.738 0.3 0.4 0.2 0.08
H 0.126 2.786 -1.465 0.0 -0.4 -0.3 0.06
H 0.696 1.089 -1.503 -0.1 0.2 -0.1 0.06
H -2.040 0.309 -2.487 -0.2 0.0 0.2 0.08
H -2.196 -0.551 -0.931 -0.3 0.1 -0.2 0.04
H -3.266 0.822 -1.258 0.3 -0.2 -0.2 0.09
H -1.597 3.810 1.273 -0.6 0.1 -0.7 0.06
H -0.835 4.039 -0.432 0.5 -0.6 0.6 0.06
O -2.036 -1.105 1.571 2.1 -0.1 1.4 0.06
N -1.000 -1.141 2.282 -3.3 0.6 1.2 -0.30
C 0.244 -1.278 1.594 1.0 -0.1 -1.6 -0.12
C 0.209 -1.221 0.214 0.4 -0.8 0.5 0.07
N 1.371 -1.520 -0.446 0.6 -0.2 -0.1 -0.03
N 1.536 -1.620 -1.807 0.8 -0.3 0.3 0.05
N 2.765 -2.020 -2.001 -1.0 0.4 1.9 -0.02
N 3.439 -2.189 -0.820 -1.2 0.4 0.2 0.06
C 2.566 -1.874 0.162 -0.3 0.0 -1.3 -0.27
C 2.606 -1.854 1.587 -0.1 0.3 0.0 0.02
C 1.464 -1.538 2.283 0.4 -0.1 0.0 0.02
O -1.031 -1.060 3.527 0.6 -0.3 -2.4 0.08
H -0.681 -1.117 -0.388 0.2 0.2 0.2 0.10
H 3.567 -2.053 2.052 -0.3 0.0 0.1 0.12
H 1.439 -1.487 3.371 0.1 -0.1 -0.3 0.13